[1]
{
  "formula": "C2H4NP",
  "method": "ωB97M-V with the def2-TZVPD basis set",
  "species": ["C", "C", "N", "P", "H", "H", "H", "H"],
  "xyz": [[1.37939, 0.62479, -0.01934], [0.40003, -0.17866, -0.53261], [1.41397, -0.49332, 0.52626], [-2.14855, 0.08268, 0.03588], [1.96917, 1.59358, -0.10005], [0.52344, -0.64477, -1.58334], [-1.59102, 0.23137, 1.25089], [-1.94645, -1.21568, 0.42230]],
  "atomic_forces_ev_per_a": [[2.093, 3.721, -0.091], [-3.086, -1.591, -2.343], [-0.339, -0.856, 0.437], [2.665, -0.001, -1.791], [-0.849, -1.442, 0.479], [-0.628, 0.537, 1.836], [0.498, 1.118, 1.800], [-0.354, -1.486, -0.325]],
  "total_charge": 0,
  "multiplicity": 1,
  "relative_energy_ev": 4.232,
  "orbital_gap_ev": 8.4,
  "lumo_energy_ev": -0.2
}


[2]
{
  "formula": "C8H3F3NO8S5SbTc",
  "method": "ωB97M-V with the def2-TZVPD basis set",
  "species": ["Tc", "O", "C", "C", "C", "N", "C", "C", "C", "O", "O", "C", "O", "O", "H", "H", "H", "S", "Sb", "S", "S", "S", "F", "C", "F", "F", "S", "O", "O", "O"],
  "xyz": [[0.46549, -0.39363, -0.91442], [-1.57301, 3.58038, 3.40398], [-1.15603, 2.71174, 2.48818], [-1.20221, 1.32962, 2.64459], [-0.73131, 0.55056, 1.61456], [-0.23172, 1.04421, 0.48160], [-0.19149, 2.37950, 0.32391], [-0.64005, 3.23743, 1.29924], [0.38137, 3.02391, -0.91100], [0.70546, 4.16810, -0.92299], [0.56630, 2.32496, -2.06779], [-0.76638, -0.94339, 1.65125], [-1.13339, -1.59162, 2.58302], [-0.39636, -1.43513, 0.47018], [-1.92208, 3.13876, 4.18919], [-1.59818, 0.84163, 3.52622], [-0.58831, 4.30511, 1.14282], [3.47351, 0.42103, -2.38403], [3.09640, -3.09622, -1.00099], [2.60714, 0.80645, -0.73067], [2.37931, -0.81708, 0.48995], [2.29607, -4.42809, 0.48394], [0.25696, -4.65899, -2.61794], [-0.77179, -3.88507, -2.26598], [-1.87264, -4.30472, -2.86479], [-0.91957, -3.90018, -0.95981], [-0.39454, -2.15570, -2.88441], [0.98379, -1.96658, -2.08959], [-1.27482, -1.26274, -2.07016], [0.15205, 0.97577, -2.10809]],
  "atomic_forces_ev_per_a": [[0.210, -0.246, 0.249], [-0.007, -0.020, -0.017], [-0.016, 0.049, 0.052], [-0.005, -0.039, -0.056], [-0.009, 0.156, 0.101], [0.021, 0.225, -0.148], [-0.027, -0.152, -0.057], [-0.014, 0.001, -0.005], [-0.092, 0.116, 0.137], [-0.035, -0.022, -0.025], [0.364, -0.040, -0.086], [-0.113, -0.324, -0.079], [0.059, 0.080, 0.033], [0.100, -0.014, -0.025], [0.003, 0.004, -0.001], [0.010, 0.003, 0.009], [0.005, -0.001, 0.006], [0.078, -0.048, -0.042], [0.075, 0.166, -0.057], [-0.052, -0.133, 0.086], [0.011, 0.106, -0.129], [-0.072, -0.126, 0.077], [0.016, 0.007, -0.031], [-0.109, -0.001, 0.037], [-0.003, -0.002, 0.014], [0.011, -0.002, 0.008], [0.176, -0.147, 0.042], [-0.030, -0.053, -0.048], [-0.090, 0.120, -0.032], [-0.465, 0.336, -0.014]],
  "total_charge": 1,
  "multiplicity": 1,
  "orbital_gap_ev": [6.5, 6.4],
  "lumo_energy_ev": [-6.0, -6.0]
}


[3]
{
  "formula": "C13H24BrCl4IN4NaO3",
  "method": "ωB97M-V with the def2-TZVPD basis set",
  "species": ["C", "C", "C", "C", "C", "N", "I", "C", "C", "C", "C", "N", "O", "H", "H", "H", "H", "H", "H", "H", "H", "H", "H", "H", "H", "H", "H", "H", "H", "H", "H", "Na", "C", "C", "N", "H", "H", "H", "C", "N", "O", "O", "H", "H", "H", "C", "Cl", "Cl", "Cl", "Cl", "Br"],
  "xyz": [[-0.74079, -3.14052, -2.99299], [-0.37150, -1.99242, -1.94490], [-1.00958, -0.63772, -2.55576], [-1.14798, -2.26375, -0.58390], [-0.22125, -2.50073, 0.68830], [0.08242, -1.25278, 1.45233], [-1.43325, -3.73840, 2.07709], [1.06411, -3.31527, 0.24283], [1.80166, -2.76173, -1.05444], [3.16408, -2.05156, -0.53500], [2.27399, -4.01506, -1.91637], [1.07120, -1.71803, -1.79821], [1.66733, -1.38669, -2.96481], [-0.60345, -4.18585, -2.58543], [-0.05442, -3.02258, -3.88791], [-1.79669, -2.97845, -3.37728], [-0.43154, 0.22634, -2.11587], [-0.81984, -0.71090, -3.67647], [-2.12459, -0.58560, -2.38199], [-1.82588, -1.38087, -0.32608], [-1.82473, -3.16099, -0.69767], [1.04135, -0.94688, 1.22450], [0.05610, -1.54560, 2.45117], [1.75569, -3.34988, 1.15269], [0.78832, -4.40595, 0.05601], [2.93937, -0.94376, -0.46903], [3.89937, -2.17262, -1.39732], [3.56028, -2.50606, 0.41474], [1.49645, -4.84917, -1.91343], [2.49443, -3.78233, -2.99578], [3.22865, -4.46771, -1.48331], [-0.85894, -0.03703, 2.82534], [-3.47459, 4.29646, 3.54794], [-3.09045, 2.86958, 3.36185], [-2.79190, 1.75708, 3.21726], [-4.41420, 4.35884, 4.09814], [-2.69814, 4.81881, 4.10687], [-3.59700, 4.77440, 2.57832], [-4.45519, 7.64551, 0.09719], [-4.02775, 7.38410, 1.49496], [-2.82274, 7.15241, 1.69317], [-4.88862, 7.40978, 2.35470], [-3.58427, 7.58732, -0.55214], [-5.18769, 6.88555, -0.17025], [-4.89187, 8.64190, 0.06958], [6.81767, -1.18051, 0.77559], [6.13774, -2.69932, 1.39333], [5.82605, 0.18194, 1.33495], [8.47781, -0.98899, 1.37563], [6.82992, -1.21410, -0.99688], [-1.28510, 5.89979, 1.28873]],
  "atomic_forces_ev_per_a": [[0.803, 0.215, -0.306], [-2.923, 1.260, -0.954], [0.852, -0.932, -0.602], [0.050, 0.442, 1.025], [-0.083, -0.871, -1.552], [0.762, -1.481, -0.281], [0.448, 0.421, -0.233], [-0.707, -0.441, 0.791], [2.919, -0.515, 1.611], [-0.540, 0.152, -1.602], [-0.264, -0.824, -0.175], [0.334, -1.590, -2.535], [-1.239, -0.402, 2.941], [-0.310, 1.148, -0.370], [-0.765, -0.153, 1.015], [1.210, -0.302, 0.740], [-0.971, -0.734, -0.546], [-0.261, 0.545, 1.446], [1.340, -0.016, -0.056], [0.924, -1.162, -0.402], [0.899, 0.988, -0.065], [-0.452, -0.179, 0.150], [1.275, -0.724, -1.344], [-0.712, 0.099, -1.372], [0.055, 1.519, 0.206], [0.488, -1.167, 0.335], [-0.671, 0.305, 1.392], [-0.437, 0.564, -1.137], [0.911, 1.100, -0.016], [-0.246, 0.150, 1.197], [-1.300, 0.731, -0.357], [-2.021, 2.510, 1.022], [-0.043, -0.829, 0.063], [0.163, -0.308, -0.101], [0.130, 1.008, 0.184], [0.026, -0.144, -0.010], [0.047, -0.054, -0.226], [0.237, -0.024, -0.007], [0.355, -0.269, 0.147], [1.296, 0.775, -1.594], [-4.284, 4.889, 1.206], [-1.760, -0.815, 1.464], [-0.022, -0.042, 0.118], [-0.105, 0.098, -0.034], [-0.094, -0.106, 0.024], [0.113, 0.122, -0.037], [0.170, 0.096, 0.010], [0.117, -0.194, -0.077], [-0.310, -0.048, -0.095], [0.003, 0.000, 0.245], [4.594, -4.810, -1.247]],
  "s2": 0.842,
  "total_charge": 0,
  "multiplicity": 2,
  "orbital_gap_ev": [3.2, 2.9],
  "lumo_energy_ev": [-1.6, -1.6]
}


[4]
{
  "formula": "C58H64As4FeN4",
  "method": "ωB97M-V with the def2-TZVPD basis set",
  "species": ["Fe", "C", "C", "C", "C", "C", "C", "C", "C", "C", "C", "C", "C", "C", "C", "C", "C", "C", "C", "C", "N", "C", "C", "C", "C", "C", "C", "C", "C", "C", "C", "C", "C", "N", "C", "C", "C", "C", "C", "N", "C", "C", "C", "C", "C", "C", "C", "C", "N", "H", "H", "H", "H", "H", "H", "H", "H", "H", "H", "H", "H", "H", "H", "H", "H", "H", "H", "H", "H", "H", "H", "H", "H", "H", "H", "H", "H", "C", "As", "C", "C", "C", "C", "C", "As", "C", "C", "C", "As", "C", "C", "H", "H", "H", "H", "H", "H", "H", "H", "H", "H", "H", "H", "H", "H", "H", "H", "H", "H", "H", "H", "H", "H", "H", "H", "H", "H", "H", "C", "As", "C", "C", "H", "H", "H", "H", "H", "H", "H", "H", "H"],
  "xyz": [[0.32323, 0.19945, -0.17208], [5.93875, -4.52933, 2.12776], [4.73781, -4.86198, 2.73622], [3.56367, -4.22198, 2.36640], [3.57137, -3.23167, 1.38533], [4.78976, -2.90230, 0.78314], [5.96185, -3.54672, 1.14729], [2.36512, -2.46432, 0.98068], [2.10193, -2.30828, -0.37303], [2.72152, -3.04744, -1.44754], [2.64871, -2.29177, -2.56767], [2.09142, -1.01525, -2.13839], [2.81245, 0.17767, -2.33335], [3.50467, 0.39009, -3.60700], [4.72997, 1.05207, -3.74646], [5.33853, 1.17904, -4.98609], [4.73269, 0.67501, -6.12756], [3.49880, 0.04791, -6.01647], [2.89799, -0.09304, -4.77810], [3.07473, 0.90311, -1.09060], [2.06842, 1.23647, -0.23166], [2.59752, 2.06601, 0.73580], [1.74458, 2.93290, 1.48366], [2.32852, 4.03677, 2.27906], [3.30983, 3.76304, 3.23249], [3.84143, 4.77889, 4.01221], [3.40226, 6.08611, 3.85088], [2.43803, 6.37157, 2.89584], [1.90537, 5.35482, 2.11562], [0.39095, 2.70146, 1.52589], [-0.61769, 3.39320, 2.30904], [-1.65291, 2.54550, 2.50052], [-1.25762, 1.26948, 1.91507], [-0.14159, 1.48127, 1.14392], [-1.40817, 0.07049, 2.59726], [-0.26096, -0.79614, 2.61623], [0.29659, -1.47900, 3.73361], [1.48668, -2.02390, 3.31730], [1.59125, -1.76175, 1.92654], [0.55131, -0.94765, 1.53883], [-2.54572, -0.10659, 3.52759], [-2.39156, -0.18488, 4.91245], [-3.48131, -0.42777, 5.73584], [-4.75280, -0.56957, 5.19657], [-4.92932, -0.43805, 3.82680], [-3.83571, -0.20942, 3.00452], [3.99121, 2.12556, 0.56485], [4.29269, 1.38579, -0.57091], [1.50870, -1.17665, -0.91062], [6.85376, -5.03165, 2.41497], [4.71341, -5.62515, 3.50371], [2.62790, -4.51107, 2.82733], [4.81057, -2.11657, 0.03843], [6.89465, -3.27313, 0.67107], [3.16718, -4.02457, -1.34638], [3.06782, -2.50700, -3.53639], [5.22219, 1.46406, -2.88020], [6.30090, 1.66989, -5.05837], [5.21435, 0.76707, -7.09239], [2.99965, -0.32625, -6.90172], [1.92619, -0.56645, -4.69883], [3.63347, 2.73938, 3.37462], [4.59553, 4.54461, 4.75284], [3.80558, 6.87774, 4.46954], [2.09796, 7.38979, 2.75436], [1.16700, 5.58500, 1.35634], [-0.51743, 4.38517, 2.71826], [-2.53667, 2.70282, 3.09959], [-0.12310, -1.54697, 4.72207], [2.17960, -2.59323, 3.91328], [-1.41787, -0.01631, 5.35198], [-3.33438, -0.50594, 6.80572], [-5.60110, -0.76974, 5.83825], [-5.92111, -0.52296, 3.39965], [-3.96931, -0.11719, 1.93190], [4.69152, 2.66881, 1.17769], [5.27975, 1.19348, -0.95518], [-1.40901, -3.37422, 1.36834], [-1.33113, -2.18694, -0.19223], [-0.64050, -3.60141, -1.38288], [-3.25275, -2.54443, -0.58969], [-3.86954, -1.69839, -1.70406], [-2.97991, -1.77259, -2.95757], [-3.99265, -0.24645, -1.22299], [-2.35743, 0.90765, -1.08126], [-3.49080, 2.33055, -0.30118], [-2.55928, 1.52340, -2.95388], [-5.24917, -2.24380, -2.12365], [-6.82613, -2.58525, -0.96876], [-6.78646, -1.17698, 0.40354], [-6.17239, -4.05003, 0.16722], [-1.98820, -2.91917, 2.17133], [-0.40761, -3.58447, 1.74473], [-1.88222, -4.31031, 1.07003], [-1.41268, -4.34984, -1.55777], [0.20613, -4.07877, -0.89398], [-0.30338, -3.20001, -2.33744], [-3.79233, -2.36342, 0.34359], [-3.34336, -3.60670, -0.82853], [-1.98728, -1.35845, -2.75628], [-3.42794, -1.21710, -3.78378], [-2.85379, -2.81102, -3.27056], [-4.45685, -0.24706, -0.23709], [-4.66365, 0.30368, -1.88541], [-4.26938, 2.58449, -1.01982], [-2.92967, 3.22330, -0.03663], [-3.94849, 1.94361, 0.60902], [-3.60182, 1.45961, -3.25997], [-1.96241, 0.89044, -3.60699], [-2.22565, 2.54980, -3.07749], [-5.09888, -3.22053, -2.59822], [-5.63647, -1.59576, -2.91657], [-6.84612, -0.19049, -0.05458], [-5.89782, -1.23765, 1.03222], [-7.66519, -1.30860, 1.03551], [-5.85438, -4.88520, -0.45700], [-6.99431, -4.39381, 0.79519], [-5.34702, -3.75022, 0.80947], [0.41119, 2.46129, -4.32619], [0.60522, 2.24074, -2.34824], [-0.41091, 3.83856, -1.74247], [2.19921, 3.40051, -2.41560], [-0.35244, 1.84156, -4.79107], [0.22328, 3.50736, -4.57065], [1.37595, 2.17554, -4.74631], [-0.40402, 4.59819, -2.52432], [0.13296, 4.22919, -0.88081], [-1.43455, 3.65226, -1.43607], [1.91117, 4.30232, -2.95552], [3.03986, 2.94017, -2.92842], [2.50803, 3.68301, -1.40809]],
  "atomic_forces_ev_per_a": [[2.032, -0.082, 1.341], [0.039, 0.031, -0.030], [-0.013, -0.009, 0.017], [-0.066, -0.069, -0.059], [-0.064, -0.173, 0.005], [0.001, 0.008, 0.079], [-0.059, -0.026, 0.031], [-0.230, 0.179, -0.175], [0.203, 0.078, 0.095], [-0.122, 0.029, -0.135], [-0.121, -0.076, -0.027], [0.609, 0.189, 0.297], [-0.062, -0.334, 0.222], [-0.050, 0.020, -0.107], [0.025, -0.010, 0.023], [-0.033, -0.024, 0.002], [0.006, -0.030, -0.019], [0.018, -0.047, 0.003], [0.011, 0.028, 0.060], [0.147, 0.075, -0.124], [0.069, -0.089, -0.096], [0.097, 0.039, -0.132], [-0.262, -0.083, 0.076], [0.030, 0.111, -0.097], [-0.053, -0.002, 0.039], [-0.029, -0.019, -0.032], [0.011, 0.010, 0.023], [-0.049, -0.013, 0.004], [0.086, 0.008, -0.044], [0.304, 0.006, 0.065], [-0.259, -0.073, -0.024], [-0.095, 0.138, -0.179], [0.407, -0.027, 0.761], [-0.481, 0.097, -0.288], [0.159, 0.210, -0.181], [-0.015, 0.046, -0.148], [-0.035, -0.129, 0.006], [-0.105, -0.029, -0.016], [0.090, -0.119, -0.013], [-0.323, 0.021, 0.518], [-0.102, -0.105, 0.008], [-0.002, 0.043, 0.021], [-0.009, -0.005, -0.027], [0.029, 0.012, -0.019], [-0.040, 0.026, 0.037], [0.027, -0.030, -0.026], [-0.055, 0.045, -0.019], [-0.107, 0.120, -0.116], [-0.287, -0.328, -0.270], [-0.012, 0.002, 0.012], [-0.013, -0.020, -0.023], [-0.004, 0.008, -0.013], [0.008, 0.010, 0.014], [-0.001, 0.000, 0.002], [0.081, 0.049, 0.049], [0.045, 0.027, 0.024], [-0.006, 0.029, -0.023], [-0.018, 0.029, 0.013], [-0.017, 0.044, 0.006], [-0.002, -0.016, 0.014], [-0.017, 0.034, -0.042], [0.007, 0.007, 0.006], [-0.009, 0.012, 0.010], [0.024, -0.008, -0.027], [0.005, -0.003, 0.004], [0.002, -0.007, 0.004], [0.055, -0.034, 0.037], [0.036, 0.008, 0.019], [0.002, 0.029, -0.013], [0.004, 0.003, -0.015], [0.007, -0.062, -0.011], [-0.010, 0.039, 0.000], [0.011, 0.014, 0.005], [0.018, 0.006, -0.023], [0.010, -0.049, 0.008], [-0.040, 0.035, -0.007], [-0.011, 0.043, -0.036], [0.161, 0.102, 0.181], [-0.903, -1.330, -0.263], [0.127, 0.109, -0.091], [-0.044, 0.327, -0.109], [0.267, 0.059, 0.037], [-0.145, -0.024, 0.149], [0.115, -0.372, 0.178], [-1.377, 0.336, -0.838], [0.266, 0.011, 0.186], [0.256, -0.032, -0.048], [0.001, 0.073, 0.002], [-0.019, -0.023, 0.021], [0.070, 0.002, 0.044], [0.033, -0.004, 0.048], [-0.016, 0.031, -0.028], [0.007, 0.051, -0.029], [-0.012, 0.016, -0.061], [-0.043, 0.020, 0.035], [0.027, 0.014, -0.011], [0.022, 0.021, 0.016], [0.003, -0.019, 0.015], [0.039, -0.029, 0.062], [0.031, 0.000, -0.086], [0.049, 0.021, -0.016], [0.025, 0.008, -0.026], [0.043, 0.051, 0.022], [0.029, 0.096, 0.016], [-0.006, -0.036, -0.024], [0.054, -0.023, -0.010], [-0.009, 0.008, 0.000], [-0.033, -0.018, 0.083], [-0.024, -0.003, -0.041], [0.039, 0.008, 0.024], [-0.018, -0.012, 0.009], [-0.041, -0.013, 0.003], [0.009, -0.006, -0.012], [-0.003, 0.003, -0.021], [-0.013, -0.038, -0.023], [-0.004, 0.013, -0.019], [-0.036, 0.021, -0.036], [-0.002, -0.010, -0.002], [-0.094, -0.154, 0.098], [-0.145, 1.324, -1.191], [-0.093, -0.060, 0.128], [0.205, -0.120, 0.238], [-0.055, -0.011, 0.091], [-0.020, 0.006, 0.042], [-0.003, 0.009, -0.011], [0.008, -0.042, -0.050], [-0.030, -0.033, 0.029], [-0.016, -0.039, -0.001], [-0.048, -0.011, -0.026], [-0.067, -0.066, -0.004], [0.009, -0.079, -0.001]],
  "s2": 6.126,
  "total_charge": 0,
  "multiplicity": 5,
  "relative_energy_ev": 1.975,
  "orbital_gap_ev": [4.8, 5.2],
  "lumo_energy_ev": [-0.6, -1.2]
}


no.,molecular weight (g mol⁻¹),maximum force (eV/Å)
1,73.0,4.3
2,678.2,0.6
3,656.0,6.8
4,1172.7,2.4